2 unconnected molecules or ions with the total composition C3H6ClP. Source: the OMol25 dataset; level of theory: ωB97M-V/def2-TZVPD.

Values from the calculation:
LUMO energy (spin up / spin down) = -1.31 / -1.34 eV
ΔE to the lowest compared entry with this formula, charge and spin = 569.2 kJ/mol

Last column: Mulliken charge in e.
CARTESIAN COORDINATES (ANGSTROEM)
C -0.15710 0.65177 -1.07519  -0.157
C 1.84106 0.50720 0.26699  -1.047
C 0.56370 -0.21479 -0.08012  -0.228
P -4.21865 -0.70061 -0.10965  -0.005
Cl -1.82735 0.65927 -0.95496  -0.038
H 1.41592 1.24966 0.94987  0.306
H 2.37963 0.98249 -0.58796  0.309
H 2.49347 -0.12796 0.79581  0.330
H 0.81038 -1.17208 -0.54704  0.316
H -0.11858 -0.40969 0.86602  0.208
H -3.18247 -1.42526 0.47623  0.006